No. 1
A molecular structure, C7H5AgNO4S, computed with ωB97M-V with the def2-TZVPD basis set.

CARTESIAN COORDINATES (ANGSTROEM)
Ag -1.47423 1.18752 -0.55502
O 0.79023 0.64845 -0.64887
N 1.16515 -0.20540 0.32567
C 2.52054 -0.56682 0.30322
C 3.04699 -1.41987 1.23701
C 2.24426 -1.96632 2.23857
C 0.85825 -1.59924 2.22281
C 0.32983 -0.73224 1.28131
S -1.38079 -0.32091 1.32616
H 3.07458 -0.10673 -0.49876
H 4.10531 -1.65671 1.17040
H 2.64077 -2.64889 2.98012
H 0.16993 -1.99122 2.96005
O -2.71738 3.18759 -4.13058
C -2.14992 2.59721 -3.20320
O -2.55237 2.48338 -2.00501
H -1.17241 2.10806 -3.42636
O -5.07575 0.79136 -0.43144
C -4.42298 0.21079 -1.14608

Cartesian forces (eV/Å) of the 2 atoms listed first:
0.0 0.0 -0.1
0.0 0.0 0.1

Results
- Kohn-Sham gap (spin up / spin down): 3.4 / 6.1 eV
- HOMO (spin up / spin down): 2.21 / -0.46 eV
- Net charge: -2
- Multiplicity: 2

No. 2
A single C18H22N4O4S molecule, computed with ωB97M-V with the def2-TZVPD basis set.

CARTESIAN COORDINATES (ANGSTROEM)
C -0.65632 -4.37173 -0.21424
C -0.51900 -3.65569 -1.31285
C -0.58051 -2.15529 -1.39467
N -0.95377 -1.54178 -0.15455
C -2.22136 -1.40173 0.31717
S -3.62126 -1.79658 -0.63168
C -4.86762 -0.73537 0.17944
C -4.53013 0.72339 -0.09551
O -4.95372 1.32422 -1.05798
N -3.74090 1.27290 0.85621
C -3.05935 2.51970 0.61721
C -1.61371 2.26239 0.20659
O -1.25441 1.30583 -0.43034
O -0.80907 3.21330 0.66578
C 0.59342 3.06699 0.41149
C 0.95949 3.42148 -1.02172
N -2.20828 -0.90609 1.53039
N -0.92524 -0.70908 1.87099
C -0.17196 -1.08306 0.87169
C 1.27933 -0.95726 0.83266
C 2.05385 -1.46189 1.87413
C 3.42394 -1.29969 1.83855
C 4.03899 -0.63190 0.79085
C 3.26742 -0.10718 -0.24019
O 3.75178 0.59072 -1.30499
C 5.13971 0.80552 -1.39471
C 1.88400 -0.27925 -0.21542
H -0.59648 -5.44548 -0.23081
H -0.83851 -3.92566 0.74982
H -0.33632 -4.13177 -2.26599
H 0.39837 -1.77267 -1.69790
H -1.31746 -1.86210 -2.15165
H -4.87703 -0.97471 1.24061
H -5.81028 -1.00019 -0.29670
H -3.28921 0.63288 1.51232
H -3.07816 3.15341 1.50617
H -3.57589 3.02322 -0.20807
H 0.88214 2.03451 0.63512
H 1.07241 3.74438 1.12082
H 2.02876 3.29183 -1.16242
H 0.69003 4.45213 -1.23923
H 0.43500 2.76738 -1.71350
H 1.57386 -1.97002 2.69469
H 4.03206 -1.69412 2.63881
H 5.11145 -0.51924 0.79567
H 5.51264 1.38461 -0.54379
H 5.29050 1.37433 -2.31085
H 5.68963 -0.13850 -1.46175
H 1.29718 0.16290 -1.00568

Cartesian forces (eV/Å) of the 2 atoms listed first:
0.0 -0.1 0.1
0.0 0.2 -0.1

Results
- Kohn-Sham gap: 9.0 eV
- HOMO: -8.34 eV
- Net charge: 0
- SMILES string: C=CCn1c(SCC(=O)NCC(=O)OCC)nnc1-c1cccc(OC)c1

No. 3
A molecular structure, C47H61LaN9OS2Se, computed with ωB97M-V with the def2-TZVPD basis set.

CARTESIAN COORDINATES (ANGSTROEM)
La -7.61578 -18.30512 8.69949
C -5.07637 -21.51705 14.54392
C -5.25152 -20.23668 13.71613
C -5.57395 -20.38181 12.25759
C -4.79717 -20.94587 11.25043
C -3.37654 -21.40817 11.32418
C -3.15015 -22.90667 11.00483
C -5.58965 -20.86591 10.02318
C -5.33034 -21.47741 8.80266
C -6.18813 -21.52613 7.65327
C -6.01428 -22.43661 6.54123
C -4.93340 -23.47904 6.48893
C -3.65813 -23.01458 5.73073
C -6.99002 -22.10204 5.57714
C -7.81867 -21.10521 6.19438
C -8.93850 -20.48535 5.63279
C -9.91996 -19.66703 6.27934
N -9.84970 -19.31679 7.60337
C -11.09233 -18.73827 7.92465
C -11.55711 -18.51224 9.20007
C -10.92964 -18.75139 10.43135
N -9.55553 -18.85928 10.57846
C -9.31850 -19.27369 11.86229
C -8.04147 -19.63866 12.36985
C -6.85191 -19.97435 11.65856
N -6.78814 -20.20276 10.30802
C -10.53956 -19.13829 12.63631
C -11.56740 -18.82892 11.73824
C -13.00290 -18.61903 12.03745
C -13.94802 -19.47248 11.18861
C -10.64198 -19.22262 14.13911
C -10.52550 -17.88740 14.90256
C -11.86089 -18.64622 6.70782
C -11.10318 -19.15788 5.66117
C -11.42619 -19.26904 4.19665
C -12.03198 -20.64124 3.88906
C -13.14219 -17.88431 6.72601
C -12.95275 -16.37734 6.83002
N -7.26422 -20.71116 7.40909
C -7.26163 -22.70022 4.22717
C -8.55625 -23.53108 4.22514
H -4.80181 -21.27520 15.59507
H -4.29486 -22.20093 14.15966
H -5.99325 -22.14269 14.64128
H -4.35503 -19.60129 13.85161
H -6.10988 -19.66580 14.13184
H -3.05395 -21.24432 12.35056
H -2.81339 -20.74141 10.65829
H -3.82718 -23.57292 11.56739
H -2.13857 -23.23680 11.30601
H -3.21701 -23.08842 9.90775
H -4.28835 -21.86461 8.67439
H -5.37967 -24.34220 5.98091
H -4.65789 -23.76506 7.51297
H -3.87471 -22.60695 4.73913
H -2.95653 -23.86956 5.65866
H -3.18437 -22.21599 6.31501
H -9.11553 -20.67653 4.56064
H -12.42817 -17.80113 9.23056
H -7.93480 -19.58411 13.45404
H -13.26304 -17.53090 11.91626
H -13.26087 -18.78289 13.09351
H -13.99025 -19.22249 10.10541
H -14.96927 -19.29286 11.56674
H -13.68123 -20.54119 11.29194
H -9.92150 -19.95148 14.53754
H -11.62019 -19.66653 14.37022
H -9.56085 -17.39384 14.70847
H -10.50214 -18.09764 16.01623
H -11.33095 -17.15542 14.70625
H -10.47447 -19.11028 3.63628
H -12.07864 -18.43639 3.85095
H -11.52670 -21.44197 4.41468
H -12.03484 -20.86377 2.77927
H -13.09252 -20.64348 4.19064
H -13.76038 -18.25682 7.55675
H -13.75659 -18.12810 5.85057
H -12.30204 -16.10071 7.69462
H -13.90432 -15.86413 6.96736
H -12.46312 -15.95203 5.94850
H -6.41708 -23.37925 3.97937
H -7.23767 -21.90255 3.49237
H -8.47518 -24.21059 5.08612
H -8.69786 -24.15747 3.31600
H -9.45864 -22.92579 4.38749
C -5.33996 -14.17195 6.51980
C -5.57619 -15.43762 7.29958
N -6.82923 -15.70612 7.74082
N -7.72751 -14.76351 7.60096
C -8.86737 -14.76288 8.31228
N -9.69692 -13.70232 8.17667
S -9.31515 -15.94867 9.45423
C -4.60578 -16.46858 7.46436
C -3.07068 -16.29845 7.22950
C -2.70812 -17.22601 6.08836
C -3.02019 -18.47991 6.38480
C -3.75083 -18.59357 7.69535
N -4.93041 -17.71884 7.65132
H -4.98677 -13.37776 7.20041
H -6.29506 -13.87468 6.08586
H -4.59325 -14.37631 5.71543
H -9.59510 -13.14398 7.36967
H -10.68753 -13.80590 8.44410
H -2.69058 -15.28794 7.07944
H -2.24715 -16.85643 5.17106
H -2.87949 -19.37631 5.79640
H -4.03070 -19.61479 7.94977
O -7.19564 -17.96849 6.33433
H -6.21900 -18.13557 6.59816
H -7.56609 -18.63710 5.73551
Se -1.23570 -15.83636 9.64254
C -2.47995 -16.95740 8.60338
N -2.94026 -18.10529 8.87278
C -4.62233 -15.60024 11.30593
S -5.82408 -16.90299 11.46108
C -7.10814 -16.15244 12.45987
H -4.98071 -14.90107 10.51485
H -3.67643 -16.08316 10.95678
H -4.42099 -15.11416 12.27578
H -6.69503 -15.28358 12.97499
H -7.46806 -16.90331 13.17156
H -7.92286 -15.86860 11.73533

Cartesian forces (eV/Å) of the 2 atoms listed first:
-0.9 -1.0 1.3
-0.1 -0.8 0.6

Results
- Kohn-Sham gap: 5.1 eV
- HOMO: -4.09 eV
- Net charge: -1

No. 4
2 unconnected molecules or ions with the total composition C4H8NO3, computed with ωB97M-V with the def2-TZVPD basis set.

CARTESIAN COORDINATES (ANGSTROEM)
C -1.65796 -2.01499 -0.79304
C -0.34649 -1.97945 -0.06659
O -0.16706 -2.06617 1.12127
N 0.73185 -1.69012 -0.94198
H -1.96615 -3.07358 -0.85357
H -1.63866 -1.72276 -1.84026
H 1.60496 -1.43309 -0.51152
H 0.38320 -0.92417 -1.50579
H -2.42880 -1.41344 -0.28877
C -0.83951 1.56717 -0.25418
C 0.59172 2.05876 0.26249
O 1.53950 1.29270 0.00466
O 0.56715 3.01037 1.06792
H -1.33599 1.55926 0.71481
H -0.73389 0.52765 -0.65422
H -1.30305 2.02331 -1.10853

Cartesian forces (eV/Å) of the 2 atoms listed first:
-1.1 -0.9 0.0
2.3 1.6 -0.6

Results
- Kohn-Sham gap: 7.6 eV
- HOMO: -4.10 eV
- Net charge: -1

No. 5
8 unconnected molecules or ions with the total composition C33H42O13, computed with ωB97M-V with the def2-TZVPD basis set.

CARTESIAN COORDINATES (ANGSTROEM)
O 5.54574 -61.92931 8.31345
C 5.55457 -63.07470 9.06073
C 6.77716 -63.75487 9.22619
C 6.79981 -64.82091 10.03130
C 5.63282 -65.28994 10.61633
O 5.60010 -66.39873 11.41006
C 4.38299 -64.62167 10.39684
C 4.32916 -63.50203 9.61980
H 4.89277 -61.72599 7.70892
H 7.77128 -63.48330 8.83653
H 7.67364 -65.29124 10.29082
H 6.38326 -66.78285 11.76277
H 3.56539 -64.96497 10.86751
H 3.49544 -62.91995 9.21458
O -1.23655 -65.16987 18.92161
C -1.18188 -66.11986 17.94015
C -0.99676 -67.53069 18.12457
C -0.83685 -68.37156 17.04429
C -1.04363 -67.91695 15.74613
O -0.94516 -68.80616 14.71374
C -1.36452 -66.58269 15.58499
C -1.40743 -65.60944 16.62459
H -2.07124 -64.96032 18.94856
H -0.82247 -67.79174 19.15926
H -0.65789 -69.30170 17.39020
H -0.14642 -69.45298 15.03712
H -1.44622 -66.38319 14.54456
H -1.69911 -64.59429 16.52521
O -7.90098 -59.72209 13.53237
C -7.29109 -60.86074 13.83981
C -7.72578 -62.12477 13.41225
C -7.26629 -63.37507 13.82745
C -6.06449 -63.41751 14.64560
O -5.56057 -64.61336 14.98555
C -5.49585 -62.13033 15.05807
C -6.12896 -60.97077 14.62057
H -8.06739 -59.75584 12.63207
H -8.65287 -62.10051 12.74615
H -7.91970 -64.33323 13.62367
H -6.09918 -65.18699 15.30951
H -4.63258 -62.00984 15.48295
H -5.99496 -59.86994 15.22859
O -3.38032 -65.47209 12.85061
C -2.40419 -64.95421 12.18077
C -1.78447 -63.77529 12.63031
C -0.64396 -63.29168 11.91416
C -0.37629 -63.92349 10.58708
O 0.61983 -63.34642 9.72557
C -1.02702 -65.05135 10.10329
C -2.02931 -65.53958 10.88504
H -3.81245 -65.09128 13.75073
H -2.23917 -63.26332 13.65803
H 0.03389 -62.61110 12.38052
H 0.65427 -62.44314 9.98085
H -0.53120 -65.48215 9.18537
H -2.62336 -66.49500 10.64641
O 1.36106 -60.69369 10.38387
C 0.53503 -59.80705 9.65809
C -0.58491 -60.12179 9.01545
C -1.27464 -59.14089 8.30209
C -0.80844 -57.84039 8.30785
O -1.47410 -56.92074 7.68425
C 0.28220 -57.45605 9.03514
C 1.02641 -58.49257 9.76045
H 1.82786 -60.24524 11.23716
H -1.00916 -61.09429 9.00166
H -2.11218 -59.29560 7.55572
H -1.03644 -56.15087 7.36158
H 0.69856 -56.50176 9.16069
H 1.77146 -58.22603 10.52455
C 1.40728 -65.10804 7.03418
O 0.18959 -64.42450 6.69126
H 2.37978 -64.48891 6.75038
H 1.51722 -66.02400 6.67111
H 1.34608 -65.35710 8.08097
H -0.34974 -64.29180 7.61301
C -3.35019 -69.14192 12.82216
O -4.67691 -69.20662 12.50366
H -3.22922 -69.54296 13.77224
H -2.79430 -68.02279 12.75215
H -2.83848 -69.81596 12.25132
H -4.88986 -68.32385 12.11031
C -0.59199 -60.81031 15.39430
O -1.89477 -61.06088 15.55035
H -0.22910 -60.14237 16.07295
H -0.19389 -60.22478 14.36500
H -0.18059 -61.85114 15.38681
H -2.39754 -60.60786 16.18132

Cartesian forces (eV/Å) of the 2 atoms listed first:
3.5 0.4 1.6
-0.4 0.0 -0.8

Results
- Kohn-Sham gap: 7.8 eV
- HOMO: -7.56 eV
- Net charge: 0
- SMILES string: Oc1ccc(O)cc1.Oc1ccc(O)cc1.Oc1ccc(O)cc1.Oc1ccc(O)cc1.Oc1ccc(O)cc1.CO.CO.CO

Q: Which energy above the lowest of the compared OMol25 structures with the same formula, charge and spin values were calculated for the entries above? A: 0.0; 204.5; 330.8; 134.5; 19.3, in kJ/mol.
Q: Which molar mass values were calculated for the entries above? A: 307.06; 390.46; 1050.07; 118.11; 646.69, in g mol⁻¹.